Record 1
Below is C21H18F2N2O3 in the gas phase, with properties calculated with the ωB97M-V functional and the def2-TZVPD basis.

Calculated values
Energy relative to the best compared isomer or geometry (same formula, charge and spin) (kcal/mol): 0.0
SMILES string: Cc1cc(C(=O)OCC(=O)Nc2c(F)cccc2F)c(C)n1-c1ccccc1

Element x y z (Å)
C: -3.6247 -2.0433 1.8316
C: -2.5212 -1.6029 0.9380
C: -1.2697 -2.1047 0.7483
C: -0.6299 -1.2954 -0.2341
C: 0.7151 -1.4493 -0.7323
O: 1.2254 -0.7834 -1.6196
O: 1.3814 -2.4333 -0.0986
C: 2.6928 -2.7506 -0.5457
C: 3.7640 -1.8193 0.0463
O: 4.5384 -2.1726 0.8996
N: 3.7192 -0.5740 -0.5023
C: 4.5614 0.4771 -0.1378
C: 5.9454 0.3388 -0.0161
F: 6.5230 -0.8308 -0.3264
C: 6.7552 1.3938 0.3647
C: 6.1963 2.6347 0.6107
C: 4.8320 2.8229 0.4660
C: 4.0430 1.7508 0.1029
F: 2.7114 1.9294 -0.0308
C: -1.5379 -0.3130 -0.6088
C: -1.4081 0.8012 -1.5786
N: -2.6710 -0.5130 0.1076
C: -3.8382 0.2840 0.0249
C: -3.9970 1.3668 0.8794
C: -5.1401 2.1421 0.7986
C: -6.1213 1.8388 -0.1306
C: -5.9608 0.7587 -0.9824
C: -4.8203 -0.0211 -0.9077
H: -4.5127 -2.3018 1.2537
H: -3.9000 -1.2514 2.5287
H: -3.3087 -2.9143 2.3978
H: -0.8329 -2.9504 1.2378
H: 2.8850 -3.7660 -0.1956
H: 2.7354 -2.7036 -1.6405
H: 2.8948 -0.3444 -1.0652
H: 7.8171 1.2284 0.4492
H: 6.8244 3.4599 0.9051
H: 4.3715 3.7821 0.6388
H: -1.5988 1.7578 -1.0917
H: -2.1263 0.6904 -2.3916
H: -0.4035 0.8009 -1.9891
H: -3.2237 1.5937 1.5986
H: -5.2643 2.9847 1.4619
H: -7.0120 2.4455 -0.1913
H: -6.7254 0.5224 -1.7070
H: -4.6837 -0.8662 -1.5663

Results of the Löwdin charge analysis, in e, for atoms 1 through 8:
1 C -0.016
2 C -0.259
3 C 0.033
4 C -0.085
5 C -0.414
6 O 0.067
7 O 0.029
8 C -0.055



Record 2
Below is C21H18F2N8O in the gas phase at a distorted geometry, with properties calculated with the ωB97M-V functional and the def2-TZVPD basis.

Calculated values
Energy relative to the best compared isomer or geometry (same formula, charge and spin) (kcal/mol): 6.0
SMILES string: Cc1nccc(Nc2cc(-c3cc(NC(=O)N4CC(F)(F)C4)c4ccnn4c3)ccn2)n1

Element x y z (Å)
C: 2.5078 6.8768 -3.5255
C: 2.8646 5.8725 -2.4944
N: 2.9010 6.3103 -1.2254
C: 3.1100 5.4350 -0.2517
C: 3.3456 4.1260 -0.5104
C: 3.2534 3.7269 -1.8098
N: 3.5664 2.4636 -2.2049
C: 3.0021 1.3217 -1.7394
C: 1.9254 1.2235 -0.8761
C: 1.4883 0.0099 -0.3612
C: 0.3233 -0.0999 0.5264
C: -0.3049 -1.4482 0.7426
C: -1.4918 -1.6003 1.4509
N: -2.1936 -2.8020 1.6215
C: -1.7945 -4.1308 1.4653
O: -0.6244 -4.4269 1.2886
N: -2.7977 -5.0914 1.4761
C: -2.6035 -6.4658 1.1023
C: -4.0735 -6.4875 0.6787
F: -4.8994 -7.1317 1.5628
F: -4.3223 -6.7873 -0.6386
C: -4.1077 -4.9870 0.8453
C: -2.0525 -0.3706 2.0622
C: -3.1663 -0.0714 2.7645
C: -3.1545 1.3972 2.9809
N: -2.0581 1.9122 2.4678
N: -1.4072 0.8635 1.9040
C: -0.2205 1.0227 1.1735
C: 2.1781 -1.1159 -0.8573
C: 3.2471 -0.9799 -1.7106
N: 3.6198 0.2209 -2.1502
N: 3.0370 4.5925 -2.7682
H: 1.9693 6.4029 -4.3441
H: 3.3796 7.4302 -3.8787
H: 1.8686 7.6364 -3.0689
H: 3.0393 5.8392 0.7674
H: 3.5950 3.4229 0.2670
H: 3.9380 2.4202 -3.1510
H: 1.4472 2.1548 -0.5740
H: 0.1237 -2.3564 0.2798
H: -3.0817 -2.7354 2.1177
H: -1.9289 -6.6671 0.2547
H: -2.4409 -7.1708 1.9436
H: -4.9421 -4.6442 1.4845
H: -4.1011 -4.3935 -0.0865
H: -3.9872 -0.7215 3.0402
H: -3.8703 1.9740 3.5591
H: 0.1980 2.0269 1.0483
H: 1.9160 -2.1327 -0.6274
H: 3.7802 -1.8643 -2.0216

Results of the Löwdin charge analysis, in e, for atoms 1 through 8:
1 C -0.028
2 C -0.383
3 N 0.104
4 C -0.127
5 C -0.019
6 C -0.353
7 N 0.126
8 C -0.328



Record 3
Below is a molecular structure, C21H18F3I2NO6Se2Sn at a distorted geometry, with properties calculated with the ωB97M-V functional and the def2-TZVPD basis.

Calculated values
Energy relative to the best compared isomer or geometry (same formula, charge and spin) (kcal/mol): 0.0
Net charge: -2

Element x y z (Å)
Sn: 0.2524 -1.1802 0.9465
O: -3.5708 -2.0429 1.3770
C: -3.6927 -2.0280 2.7838
C: -2.5406 -2.7969 3.5507
C: -3.3177 -3.4438 4.7451
O: -2.3292 -4.0938 5.5584
C: -1.4732 -1.9212 4.2039
Se: -0.7970 -0.3197 3.2249
C: -2.0190 -3.8863 2.6044
Se: -0.2838 -3.6486 1.5723
H: -2.7854 -1.4910 1.0679
H: -4.6514 -2.5282 3.0015
H: -3.6654 -0.9779 3.1373
H: -4.0299 -4.1279 4.2599
H: -3.8941 -2.6638 5.3372
H: -2.7630 -4.4843 6.3592
H: -0.5751 -2.4787 4.4245
H: -1.8845 -1.4096 5.0867
H: -2.7629 -4.0083 1.8059
H: -1.7602 -4.8185 3.1607
F: 0.2194 -0.5017 -8.3604
C: 1.1857 -0.0369 -7.4685
F: 1.3301 1.2984 -7.7176
F: 2.3976 -0.6419 -7.7730
C: 0.7684 -0.3558 -6.0784
C: -0.5063 -0.8632 -5.8275
C: -0.9143 -1.1645 -4.5485
C: -0.0594 -0.9003 -3.4805
C: 1.2399 -0.4689 -3.6946
C: 1.6211 -0.1649 -4.9630
C: -0.4530 -1.0707 -2.1350
C: -0.7592 -1.1051 -0.9395
H: -1.2289 -0.9795 -6.6539
H: -1.9408 -1.5118 -4.3417
H: 1.8421 -0.3338 -2.8077
H: 2.6188 0.2535 -5.2058
O: -0.8124 1.8031 1.1892
C: 0.4289 1.7785 1.0417
O: 1.1610 0.7092 0.9282
C: 1.2160 3.0722 0.9099
C: 0.6546 4.3512 1.1617
C: 1.3917 5.4870 0.9758
C: 2.7276 5.3804 0.5993
C: 3.3113 4.1476 0.3738
C: 2.5414 3.0207 0.5221
N: 3.5159 6.5979 0.5830
O: 3.0143 7.6973 0.7123
O: 4.7402 6.4629 0.4505
H: -0.3794 4.4335 1.5273
H: 0.9186 6.4914 1.1316
H: 4.3704 4.0580 0.1277
H: 2.9816 2.0557 0.3137
I: 3.0455 -1.9699 0.7628
I: 6.3550 -2.6800 0.4771

Results of the Löwdin charge analysis, in e, for atoms 1 through 8:
1 Sn 0.339
2 O -0.117
3 C -0.241
4 C -0.553
5 C -0.239
6 O -0.085
7 C -0.520
8 Se 0.651



Record 4
Below is 2 unconnected molecules or ions with the total composition C21H18FN2O8S2 at a distorted geometry, with properties calculated with the ωB97M-V functional and the def2-TZVPD basis.

Calculated values
Net charge: -1

Element x y z (Å)
C: 4.3985 -4.0233 -2.4117
O: 4.9075 -2.8535 -1.7234
C: 4.0058 -1.9839 -1.2042
C: 4.4891 -0.8729 -0.4687
C: 3.6179 -0.0206 0.1689
C: 2.2258 -0.2581 0.1451
C: 1.3155 0.5771 0.9210
C: 0.6180 0.1678 2.0074
C: -0.0586 1.1845 2.8258
O: 0.1389 2.3949 2.7153
N: -0.9220 0.7172 3.8329
C: -1.6151 1.7174 4.6080
C: -1.1870 -0.6314 4.1135
O: -2.0261 -1.0060 4.9180
N: -0.3877 -1.5557 3.4179
C: -0.5511 -2.9319 3.8335
C: 0.6587 -1.2117 2.5436
O: 1.5279 -2.0309 2.2789
C: 1.7791 -1.3277 -0.6405
C: 2.6191 -2.1866 -1.2994
H: 5.2941 -4.5150 -2.7978
H: 3.8676 -4.6829 -1.7057
H: 3.7268 -3.7414 -3.2400
H: 5.5631 -0.7320 -0.4317
H: 3.9813 0.8170 0.7657
H: 1.2719 1.6446 0.6955
H: -2.2599 1.1991 5.3068
H: -0.9013 2.3471 5.1401
H: -2.1925 2.3584 3.9421
H: 0.0616 -3.5550 3.1920
H: -0.2452 -3.0650 4.8750
H: -1.6034 -3.2054 3.7555
H: 0.7205 -1.5257 -0.7058
H: 2.1800 -3.0033 -1.8653
F: -1.0371 -0.5713 -0.4193
C: -1.0791 0.6616 -0.9640
S: -2.6278 1.3777 -0.5752
O: -3.6339 0.3509 -0.3929
O: -2.3959 2.3674 0.4524
C: -2.9179 2.2168 -2.1352
C: -1.9957 1.9414 -3.1394
C: -2.1785 2.4527 -4.4206
C: -3.2753 3.2734 -4.6795
C: -4.2064 3.5506 -3.6591
C: -4.0320 3.0066 -2.3887
S: -0.6842 0.7881 -2.6978
O: 0.5837 1.4882 -2.8044
O: -0.9045 -0.4575 -3.3884
H: -1.4474 2.2163 -5.1989
H: -3.3973 3.7175 -5.6651
H: -5.0498 4.2097 -3.8532
H: -4.7396 3.2049 -1.5791

Results of the Löwdin charge analysis, in e, for atoms 1 through 8:
1 C -0.071
2 O -0.100
3 C -0.273
4 C -0.010
5 C -0.022
6 C -0.198
7 C 0.064
8 C -0.038



| no. | LUMO level (Eh) | gap between HOMO and LUMO (eV) | calculated total energy (Ha) |
| --- | --- | --- | --- |
| 1 | 0.0229 | 8.910 | -1346.050139 |
| 2 | -0.0007 | 7.993 | -1524.057144 |
| 3 | 0.1041 | 4.357 | -7229.417406 |
| 4 | 0.0879 | 6.667 | -2418.725887 |